A | Molecular formula: C5H8N2
Method: DFT, ωB97M-V/def2-TZVPD

Calculated values
- gap between HOMO and LUMO (Eh) = 0.3089
- 2S+1 = 1
- structure (SMILES) = Cn1cccc1N

Last column: Mulliken charge in e.
Cartesian coordinates (Å):
C (1.53436, 0.76113, 0.78142)  -0.981
N (0.53249, 0.16276, -0.06614)  0.162
C (0.53650, 0.35109, -1.43364)  -0.468
C (-0.71359, 0.01366, -1.90483)  -0.415
C (-1.47602, -0.42644, -0.79194)  -0.621
C (-0.65226, -0.36497, 0.31601)  0.359
N (-0.76101, -0.88243, 1.61469)  -0.520
H (1.82624, 0.08403, 1.58580)  0.356
H (2.40775, 1.01450, 0.17261)  0.336
H (1.14482, 1.70118, 1.19324)  0.298
H (1.50072, 0.01386, -1.76305)  0.267
H (-1.05828, 0.05187, -2.93172)  0.393
H (-2.48185, -0.81926, -0.80865)  0.370
H (-0.77491, -0.17365, 2.33564)  0.231
H (-1.56495, -1.48733, 1.70055)  0.232

B | Molecular formula: C5H8N2
Method: DFT, ωB97M-V/def2-TZVPD

Calculated values
- gap between HOMO and LUMO (Eh) = 0.3334
- 2S+1 = 1

Last column: Mulliken charge in e.
Cartesian coordinates (Å):
C (-0.33019, 1.32630, 1.48795)  -1.000
C (0.72338, 0.36924, 0.94346)  -0.559
N (0.26871, -0.31940, -0.26000)  0.151
C (0.19011, 0.23561, -1.52244)  -0.205
C (-0.50887, -0.60546, -2.36327)  -0.931
N (-0.81811, -1.74445, -1.50753)  -0.372
C (-0.27360, -1.53926, -0.30707)  0.000
H (0.04060, 1.82209, 2.39046)  0.352
H (-0.57618, 2.09489, 0.74951)  0.319
H (-1.24946, 0.78979, 1.74083)  0.308
H (0.98531, -0.39031, 1.68600)  0.319
H (1.64136, 0.90627, 0.68670)  0.310
H (0.62810, 1.20904, -1.70201)  0.407
H (-0.40374, -1.94729, -2.56641)  0.533
H (-0.31741, -2.20705, 0.54381)  0.369

A wins, 0.0995 hartree ahead of the next structure.

A | Molecular formula: C7H8
Method: DFT, ωB97M-V/def2-TZVPD

Calculated values
- gap between HOMO and LUMO (Eh) = 0.3164
- 2S+1 = 1
- structure (SMILES) = C#CC(=C)/C=C/C

Last column: Mulliken charge in e.
Cartesian coordinates (Å):
C (-2.19305, 1.13111, -0.78265)  0.264
C (-1.28296, 0.33469, -0.86718)  -0.657
C (-0.12039, -0.45993, -1.25033)  0.446
C (0.34029, -0.45405, -2.51195)  -0.966
C (0.66221, -0.72807, -0.07252)  -0.473
C (0.03945, -0.39082, 1.10319)  -0.120
C (0.79109, 0.17811, 2.26399)  -1.190
H (-2.94541, 1.87265, -0.64364)  0.434
H (-0.32381, -0.20715, -3.33504)  0.296
H (1.34059, -0.79747, -2.75097)  0.266
H (1.74424, -0.77493, -0.15697)  0.300
H (-0.97462, -0.72052, 1.32433)  0.448
H (0.09150, 0.68142, 2.93903)  0.351
H (1.32083, -0.59059, 2.82889)  0.291
H (1.51003, 0.92556, 1.91181)  0.309

B | Molecular formula: C7H8
Method: DFT, ωB97M-V/def2-TZVPD

Calculated values
- gap between HOMO and LUMO (Eh) = 0.4024
- 2S+1 = 1
- structure (SMILES) = C#CC[C@H](C)C#C

Last column: Mulliken charge in e.
Cartesian coordinates (Å):
C (-0.43817, -2.90381, 1.17781)  0.141
C (-0.27244, -2.03609, 0.35919)  -0.486
C (-0.00349, -0.94107, -0.57652)  -0.856
C (0.12828, 0.42141, 0.16500)  0.585
C (-1.18510, 1.21119, 0.12153)  -1.449
C (1.24334, 1.21859, -0.36359)  -0.945
C (2.17171, 1.87283, -0.76477)  0.146
H (-0.57511, -3.67793, 1.90020)  0.404
H (-0.80605, -0.87774, -1.32200)  0.311
H (0.91633, -1.16367, -1.12702)  0.368
H (0.36327, 0.20032, 1.21312)  0.243
H (-1.43905, 1.47414, -0.91134)  0.358
H (-2.00047, 0.61105, 0.53923)  0.353
H (-1.10184, 2.13703, 0.69789)  0.385
H (2.99881, 2.45374, -1.10872)  0.442

B wins, 0.0166 hartree ahead of the next structure.

A | Molecular formula: C7H8
Method: DFT, ωB97M-V/def2-TZVPD

Calculated values
- gap between HOMO and LUMO (Eh) = 0.3383
- 2S+1 = 1

Last column: Mulliken charge in e.
Cartesian coordinates (Å):
C (-1.03808, -1.13627, -0.25843)  -0.839
C (-1.67638, -0.14064, 0.72252)  -0.349
C (-1.74929, 0.93843, -0.31670)  -0.385
C (0.53386, 0.90117, -0.39119)  0.197
C (-0.55130, 0.16804, -0.84074)  0.382
C (-0.66466, 1.05709, 0.63367)  -0.576
C (1.74190, 0.22892, 0.10976)  -1.319
H (-0.31338, -1.86244, -0.06056)  0.335
H (-1.87745, -1.48526, -0.76640)  0.264
H (-2.19567, -0.36193, 1.63887)  0.447
H (-2.47902, 1.53982, -0.83622)  0.450
H (0.72769, 1.86245, -0.84460)  0.432
H (1.44248, -0.69648, 0.62604)  0.292
H (2.10709, 1.10948, 0.75041)  0.285
H (2.47269, 0.05415, -0.63118)  0.386

B | Molecular formula: C7H8
Method: DFT, ωB97M-V/def2-TZVPD

Calculated values
- gap between HOMO and LUMO (Eh) = 0.3406
- 2S+1 = 1

Last column: Mulliken charge in e.
Cartesian coordinates (Å):
C (-1.07728, -0.75959, -1.06425)  -1.369
C (-0.33049, 0.02933, -0.00642)  1.311
C (-1.05040, 0.21533, 1.31511)  -1.367
C (1.11972, 0.10454, -0.05618)  -0.042
C (2.36435, -0.31161, 0.09409)  -0.917
C (0.42699, 1.28661, -0.52935)  -0.121
C (0.27223, 2.46606, -1.00725)  -0.216
H (-0.50038, -0.82055, -1.99019)  0.347
H (-2.03783, -0.28087, -1.28034)  0.356
H (-1.27206, -1.77564, -0.70208)  0.383
H (-1.24708, -0.76103, 1.77268)  0.383
H (-0.45349, 0.81486, 2.00656)  0.347
H (-2.00867, 0.71916, 1.15231)  0.356
H (2.62951, -1.28673, 0.48765)  0.289
H (3.16488, 0.36014, -0.19235)  0.261

B wins, 0.0328 hartree ahead of the next structure.

A | Molecular formula: C7H8
Method: DFT, ωB97M-V/def2-TZVPD

Calculated values
- gap between HOMO and LUMO (Eh) = 0.3728
- 2S+1 = 1
- structure (SMILES) = Cc1ccccc1

Last column: Mulliken charge in e.
Cartesian coordinates (Å):
C (-1.18510, -1.87850, 0.02096)  -1.339
C (-0.26845, -0.67432, 0.00639)  0.609
C (0.48372, -0.25685, 1.08244)  -0.277
C (1.23132, 0.93790, 1.03340)  -0.494
C (1.21719, 1.70267, -0.10928)  -0.446
C (0.26992, 1.41775, -1.10526)  -0.391
C (-0.41362, 0.22650, -1.07957)  -0.389
H (-0.85501, -2.60673, 0.76260)  0.389
H (-2.20045, -1.52814, 0.16882)  0.292
H (-1.10589, -2.47156, -0.89640)  0.340
H (0.37535, -0.72955, 2.04839)  0.333
H (1.93870, 1.01533, 1.84427)  0.341
H (1.77574, 2.62634, -0.18668)  0.344
H (-0.03210, 2.16537, -1.82405)  0.354
H (-1.23133, 0.05378, -1.76600)  0.332

B | Molecular formula: C7H8
Method: DFT, ωB97M-V/def2-TZVPD

Calculated values
- gap between HOMO and LUMO (Eh) = 0.3907
- 2S+1 = 1

Last column: Mulliken charge in e.
Cartesian coordinates (Å):
C (0.05050, -1.43082, 0.61762)  -1.417
C (-0.60329, -0.06494, 0.43947)  0.531
C (0.38499, 1.09673, 0.23389)  -0.815
C (1.38760, 0.87760, -0.81013)  -0.428
C (2.24481, 0.71013, -1.63745)  0.073
C (-1.41014, -0.22743, -1.17012)  -0.910
C (-2.22774, 0.05434, -0.25211)  0.018
H (0.64528, -1.68734, -0.26187)  0.357
H (0.70523, -1.41465, 1.49707)  0.346
H (-0.70916, -2.20257, 0.76830)  0.392
H (-1.10767, 0.16515, 1.39067)  0.358
H (-0.18310, 2.00577, 0.01286)  0.311
H (0.90266, 1.26745, 1.18716)  0.341
H (2.98962, 0.55903, -2.38590)  0.414
H (-3.06960, 0.29157, 0.37057)  0.428

C | Molecular formula: C7H8
Method: DFT, ωB97M-V/def2-TZVPD

Calculated values
- gap between HOMO and LUMO (Eh) = 0.3101
- 2S+1 = 1
- structure (SMILES) = C=C1C=C[C@@H]2C[C@H]12

Last column: Mulliken charge in e.
Cartesian coordinates (Å):
C (-1.13953, -0.19470, -1.87875)  -0.955
C (-0.20825, -0.39951, -0.84340)  0.564
C (0.50254, -1.38862, -0.07206)  -0.700
C (1.24961, -0.85952, 0.89053)  -0.408
C (1.01230, 0.53417, 0.84436)  -0.259
C (-0.47549, 0.85400, 1.24729)  -0.640
C (0.06725, 0.79914, -0.24710)  -0.281
H (-1.42894, -1.15444, -2.47441)  0.196
H (-1.70963, 0.66693, -2.13097)  0.337
H (0.51731, -2.39405, -0.39009)  0.444
H (1.93812, -1.44937, 1.48029)  0.433
H (1.81508, 1.21093, 1.04169)  0.429
H (-0.88299, 1.84318, 1.80514)  0.206
H (-1.26462, 0.11959, 1.51064)  0.239
H (0.00723, 1.81225, -0.78317)  0.394

D | Molecular formula: C7H8
Method: DFT, ωB97M-V/def2-TZVPD

Calculated values
- gap between HOMO and LUMO (alpha / beta) (Eh) = 0.2797 / 0.2928
- 2S+1 = 1

Last column: Mulliken charge in e.
Cartesian coordinates (Å):
C (0.26824, 1.47434, 0.62330)  -0.438
C (-0.15201, 2.48449, 1.10365)  0.172
C (-0.35770, 0.90084, -2.12228)  -0.957
C (0.20714, -1.94805, 1.47720)  -0.410
C (0.78244, 0.42305, -0.06222)  -0.714
C (0.42270, 0.07895, -1.36255)  0.034
C (-1.04110, -1.95002, 1.17472)  -0.344
H (-0.76195, 3.20099, 1.68104)  0.398
H (-1.82414, -2.45747, 0.55423)  0.282
H (-0.76557, 1.83870, -1.76879)  0.284
H (-0.73902, 0.51161, -2.95215)  0.339
H (0.59886, -1.10910, 2.14518)  0.230
H (1.00212, -2.56010, 0.91099)  0.253
H (1.59729, -0.05616, 0.42025)  0.519
H (0.76271, -0.83207, -1.82258)  0.352

A wins, 0.1374 hartree ahead of the next structure.

A | Molecular formula: C7H8
Method: DFT, ωB97M-V/def2-TZVPD

Calculated values
- gap between HOMO and LUMO (Eh) = 0.3024
- 2S+1 = 1

Last column: Mulliken charge in e.
Cartesian coordinates (Å):
C (-0.06261, -1.54278, -0.52397)  -1.566
C (-0.25565, -0.09835, -0.11223)  1.182
C (0.17344, 1.02538, -0.94755)  -0.826
C (1.01535, 0.73838, 0.32890)  -0.017
C (2.27356, 0.11454, 0.09160)  -0.933
C (-1.40519, 0.14849, 0.73895)  -0.931
C (-2.39006, 0.35419, 1.40087)  0.210
H (-0.96702, -1.90935, -1.01839)  0.395
H (0.79739, -1.63278, -1.18740)  0.425
H (0.12005, -2.15532, 0.36464)  0.330
H (0.77498, 1.35624, 1.19361)  0.450
H (0.66520, 0.79596, -1.88756)  0.321
H (-0.40457, 1.94480, -0.91885)  0.309
H (2.93180, 0.37484, 0.94540)  0.200
H (-3.27032, 0.53454, 1.97802)  0.451

B | Molecular formula: C7H8
Method: DFT, ωB97M-V/def2-TZVPD

Calculated values
- gap between HOMO and LUMO (Eh) = 0.4024
- 2S+1 = 1
- structure (SMILES) = C#CC[C@H](C)C#C

Last column: Mulliken charge in e.
Cartesian coordinates (Å):
C (-1.97247, 2.19793, 1.10433)  0.128
C (-1.52739, 1.09658, 0.90540)  -0.482
C (-0.87510, -0.19417, 0.66994)  -0.837
C (0.42611, -0.01355, -0.16529)  0.575
C (0.17927, -0.28003, -1.65467)  -1.448
C (1.52244, -0.84934, 0.34118)  -0.950
C (2.44719, -1.50508, 0.74830)  0.150
H (-2.36099, 3.17487, 1.28961)  0.402
H (-1.55835, -0.87550, 0.14752)  0.310
H (-0.64710, -0.65990, 1.63430)  0.370
H (0.74129, 1.03041, -0.04948)  0.241
H (-0.12043, -1.32215, -1.81142)  0.358
H (-0.61591, 0.37267, -2.03020)  0.353
H (1.08709, -0.09598, -2.23629)  0.386
H (3.27436, -2.07675, 1.10677)  0.443

C | Molecular formula: C7H8
Method: DFT, ωB97M-V/def2-TZVPD

Calculated values
- gap between HOMO and LUMO (alpha / beta) (Eh) = 0.3101 / 0.3012
- 2S+1 = 1

Last column: Mulliken charge in e.
Cartesian coordinates (Å):
C (-0.96789, 0.49354, -1.31003)  -1.369
C (0.12499, 0.20358, -0.28484)  2.498
C (1.45435, 0.88126, -0.58620)  -1.472
C (-0.34525, 0.36306, 1.08541)  -0.835
C (-0.65694, -0.57392, 1.98495)  -0.509
C (0.23588, -1.25621, 0.04051)  -0.948
C (-0.21703, -1.74135, 1.22109)  -0.361
H (-1.89674, -0.01347, -1.03813)  0.360
H (-0.64608, 0.14160, -2.29374)  0.349
H (-1.14663, 1.57210, -1.35159)  0.350
H (1.30690, 1.96472, -0.62912)  0.368
H (2.19401, 0.65500, 0.18572)  0.360
H (1.83154, 0.52969, -1.55023)  0.368
H (-1.07621, -0.44715, 2.98382)  0.412
H (-0.19491, -2.77245, 1.54239)  0.431

B wins, 0.0814 hartree ahead of the next structure.

A | Molecular formula: C7H8
Method: DFT, ωB97M-V/def2-TZVPD

Calculated values
- gap between HOMO and LUMO (Eh) = 0.2776
- 2S+1 = 1
- structure (SMILES) = CC=C1C=CC=C1

Last column: Mulliken charge in e.
Cartesian coordinates (Å):
C (1.21201, -0.37862, 2.23475)  -0.854
C (0.41540, 0.52627, 1.27661)  0.061
C (-0.12426, 0.26398, 0.03618)  0.503
C (-0.02948, -0.91491, -0.81208)  -0.588
C (-0.74186, -0.76806, -1.99392)  -0.321
C (-1.31019, 0.54999, -2.02403)  -0.502
C (-0.76048, 1.25746, -0.86537)  -0.767
H (0.61647, -0.95779, 2.98287)  0.269
H (2.05362, 0.22689, 2.69336)  0.275
H (1.58407, -1.11702, 1.47877)  0.232
H (-0.09176, 1.52000, 1.70724)  0.200
H (0.57692, -1.70591, -0.52624)  0.385
H (-0.82995, -1.77419, -2.52907)  0.311
H (-1.85185, 1.00969, -2.94494)  0.287
H (-0.71865, 2.26222, -0.71413)  0.509

B | Molecular formula: C7H8
Method: DFT, ωB97M-V/def2-TZVPD

Calculated values
- gap between HOMO and LUMO (Eh) = 0.3846
- 2S+1 = 1
- structure (SMILES) = C#CC[C@H](C)C#C

Last column: Mulliken charge in e.
Cartesian coordinates (Å):
C (2.56863, 0.67397, 0.22302)  -0.075
C (1.57660, 1.08066, -0.33402)  -0.391
C (0.24458, 1.04879, -0.94182)  -0.619
C (-0.29081, -0.02271, 0.06312)  0.966
C (-0.05475, -1.46602, -0.41947)  -1.290
C (-1.59158, 0.20128, 0.66822)  -1.089
C (-2.54486, 0.39069, 1.37745)  -0.072
H (3.09297, 0.11201, 0.96413)  0.337
H (0.34127, 0.71251, -1.98215)  0.268
H (-0.33607, 1.97913, -0.92280)  0.332
H (0.37394, 0.24186, 0.91712)  0.128
H (-0.91443, -1.84917, -0.98074)  0.367
H (0.83083, -1.53413, -1.06375)  0.369
H (0.09991, -2.12649, 0.43802)  0.329
H (-3.39624, 0.55762, 1.99368)  0.438

A wins, 0.0606 hartree ahead of the next structure.